C31H35GeNO7PRuS3 as an isolated structure. Source: the Open Molecules 2025 dataset; level of theory: ωB97M-V with the def2-TZVPD basis set.

Calculated values
- Total charge: 0
- Multiplicity: 6
- Lowest unoccupied orbital energy (spin up / spin down): 0.00 / -2.92 eV
- Frontier orbital gap (spin up / spin down): 8.241 / 5.311 eV
- Calculated total energy: -5491.488458 Ha

XYZ file:
```
80
Properties=species:S:1:pos:R:3:forces:R:3:lowdin_charge:R:1
Ru -0.322 1.818 0.096 -0.4 0.2 0.1 1.198
C 1.538 5.883 -1.665 0.0 0.0 0.0 -0.066
C 1.930 4.557 -1.073 0.0 0.1 0.0 -0.249
O 2.058 4.689 0.383 0.0 0.0 0.2 -0.318
P 1.088 4.052 1.441 0.1 0.1 -0.1 -0.115
S 1.505 2.094 1.766 0.2 0.0 0.0 0.311
S -0.823 4.149 0.862 0.0 0.1 -0.1 0.415
O 1.324 4.926 2.721 0.0 -0.1 0.0 -0.307
C 2.659 5.170 3.258 0.0 0.0 0.0 -0.247
C 2.845 4.389 4.535 0.0 0.0 0.0 -0.073
H 1.481 5.796 -2.751 0.0 0.0 0.1 0.073
H 2.262 6.652 -1.393 0.0 0.0 0.0 0.084
H 0.544 6.179 -1.328 0.0 0.0 0.0 0.076
H 2.898 4.197 -1.414 0.0 0.0 0.0 0.126
H 1.187 3.796 -1.301 -0.1 -0.1 0.0 0.063
H 2.699 6.244 3.427 0.0 0.0 0.0 0.125
H 3.403 4.914 2.504 0.0 0.0 0.0 0.112
H 2.077 4.652 5.261 0.0 0.0 0.0 0.084
H 3.821 4.622 4.963 0.0 0.0 0.0 0.084
H 2.799 3.316 4.347 0.0 0.0 0.0 0.058
N -2.504 0.964 0.149 0.2 0.1 -0.1 0.068
C -2.679 1.929 -0.879 -0.1 -0.1 0.0 -0.401
C -3.366 3.120 -0.647 0.0 0.0 0.0 -0.092
C -3.233 4.158 -1.552 -0.1 0.1 0.1 -0.053
C -2.430 4.019 -2.679 0.0 0.1 -0.1 -0.229
C -1.853 2.795 -2.972 0.1 -0.1 0.0 -0.031
C -1.973 1.741 -2.080 0.0 0.0 0.0 -0.073
S -2.035 5.439 -3.724 0.0 0.0 0.0 0.404
O -2.502 6.570 -2.948 0.0 0.0 0.0 -0.345
O -2.756 5.170 -4.949 0.0 0.0 0.0 -0.327
O -0.587 5.324 -3.828 -0.1 0.0 0.0 -0.349
H -3.116 1.057 0.947 0.0 0.0 0.0 0.117
H -2.418 -0.005 -0.148 -0.1 0.0 0.0 0.066
H -3.922 3.252 0.274 0.0 0.0 0.0 0.118
H -3.687 5.125 -1.372 0.0 0.0 0.0 0.123
H -1.258 2.695 -3.871 0.0 0.0 0.0 0.132
H -1.509 0.781 -2.278 0.0 0.0 0.0 0.111
O 1.036 1.141 -1.494 0.2 -0.2 0.1 -0.109
C 0.963 -0.061 -1.085 0.0 0.2 -0.2 -0.648
O 0.029 -0.370 -0.281 0.2 0.0 0.0 -0.162
C 1.984 -1.075 -1.488 -0.1 -0.1 0.0 -0.144
C 1.425 -2.488 -1.668 0.0 -0.2 0.0 -0.239
Ge 0.371 -3.338 -0.221 0.1 0.1 0.0 1.024
C 0.281 -5.244 -0.657 0.0 0.0 0.0 -0.278
C -0.486 -6.084 0.153 0.0 0.0 0.1 -0.113
C -0.603 -7.437 -0.123 0.0 0.0 0.0 -0.084
C 0.044 -7.977 -1.226 0.0 0.0 0.0 -0.089
C 0.804 -7.158 -2.047 0.0 0.0 0.0 -0.087
C 0.921 -5.803 -1.761 0.0 0.0 0.0 -0.105
C -1.493 -2.750 -0.065 0.0 -0.1 -0.1 -0.283
C -2.296 -2.659 -1.203 0.0 0.1 0.0 -0.104
C -3.619 -2.242 -1.118 0.0 0.0 0.0 -0.089
C -4.172 -1.938 0.121 0.0 0.0 0.0 -0.107
C -3.391 -2.048 1.265 -0.1 0.0 0.0 -0.103
C -2.061 -2.441 1.168 0.0 0.0 0.1 -0.108
C 1.282 -3.105 1.494 0.0 0.0 0.0 -0.257
C 1.330 -1.867 2.139 -0.1 0.1 0.0 -0.120
C 2.000 -1.712 3.343 0.0 0.0 0.0 -0.084
C 2.638 -2.798 3.927 0.0 0.0 0.0 -0.087
C 2.602 -4.034 3.301 0.0 0.0 0.0 -0.084
C 1.929 -4.185 2.095 0.0 0.0 0.0 -0.100
H 2.738 -1.055 -0.692 -0.1 0.0 0.0 0.135
H 2.479 -0.717 -2.391 0.0 0.0 0.0 0.125
H 2.274 -3.163 -1.800 0.0 0.0 0.0 0.068
H 0.850 -2.551 -2.596 0.0 0.0 0.0 0.079
H -1.007 -5.675 1.014 0.0 0.0 0.0 0.104
H -1.201 -8.071 0.520 0.0 0.0 0.0 0.103
H -0.047 -9.033 -1.446 0.0 0.0 0.0 0.102
H 1.309 -7.571 -2.911 0.0 0.0 0.0 0.103
H 1.522 -5.186 -2.418 0.0 0.0 0.0 0.088
H -1.889 -2.913 -2.177 0.0 0.0 0.0 0.106
H -4.223 -2.170 -2.014 0.0 0.0 0.0 0.107
H -5.208 -1.630 0.193 0.0 0.0 0.0 0.105
H -3.820 -1.833 2.237 0.0 0.0 0.0 0.105
H -1.461 -2.507 2.071 0.0 0.0 0.0 0.101
H 0.830 -1.012 1.698 0.0 -0.1 0.1 0.060
H 2.021 -0.742 3.826 0.0 0.0 0.0 0.096
H 3.161 -2.679 4.868 0.0 0.0 0.0 0.103
H 3.098 -4.886 3.750 0.0 0.0 0.0 0.103
H 1.910 -5.159 1.620 0.0 0.0 0.0 0.095
```
Forces are in eV/Å.

---

C31H35N9SSe2Tl as an isolated structure at a distorted geometry. Source: the Open Molecules 2025 dataset; level of theory: ωB97M-V with the def2-TZVPD basis set.

Calculated values
- Total charge: +3
- Lowest unoccupied orbital energy: -9.71 eV
- Frontier orbital gap: 5.809 eV
- Calculated total energy: -7067.814575 Ha

XYZ file:
```
79
Properties=species:S:1:pos:R:3:forces:R:3:lowdin_charge:R:1
Tl -0.211 -0.134 -0.082 0.5 0.1 0.1 0.810
C 2.827 1.353 0.888 0.1 0.0 0.0 -0.095
N 2.497 0.289 -0.060 0.0 -0.1 0.1 -0.069
C 3.033 0.526 -1.401 0.0 0.0 -0.1 -0.096
C 1.958 1.052 -2.301 0.1 0.1 0.0 -0.307
N 0.696 0.709 -2.195 -0.4 -0.3 0.7 0.070
C 0.027 1.294 -3.265 0.1 0.2 -0.4 -0.232
C -1.295 1.183 -3.691 0.1 -0.1 0.0 -0.046
C -1.639 1.825 -4.863 -0.1 -0.1 0.1 -0.041
C -0.705 2.579 -5.589 0.1 0.0 -0.1 -0.038
C 0.608 2.697 -5.181 0.1 0.0 0.0 0.016
C 0.958 2.028 -4.015 -0.4 -0.2 0.1 -0.167
N 2.173 1.849 -3.364 0.0 0.0 0.1 0.201
C 1.796 1.468 1.958 0.0 0.2 0.1 -0.298
N 0.591 0.953 1.897 -0.3 -0.6 -0.8 0.073
C -0.086 1.360 3.043 0.0 0.2 0.3 -0.222
C -1.379 1.098 3.485 0.1 -0.1 0.1 -0.055
C -1.772 1.688 4.668 0.0 -0.1 0.0 -0.057
C -0.906 2.510 5.403 0.1 0.0 0.0 -0.041
C 0.388 2.756 4.990 0.1 0.1 0.0 0.017
C 0.780 2.163 3.797 -0.4 -0.1 -0.2 -0.160
N 1.965 2.201 3.073 0.0 -0.1 0.0 0.205
H 3.813 1.206 1.343 0.0 0.0 0.0 0.150
H 2.859 2.302 0.347 0.0 0.0 0.0 0.141
H 2.828 -0.599 0.298 0.1 0.0 0.0 0.088
H 3.881 1.217 -1.392 0.0 0.0 0.0 0.141
H 3.400 -0.412 -1.825 0.0 0.0 0.0 0.136
H -1.998 0.565 -3.145 -0.1 0.0 -0.1 0.092
H -2.645 1.731 -5.246 0.0 0.0 0.0 0.122
H -1.014 3.051 -6.510 0.0 0.0 0.0 0.124
H 1.336 3.257 -5.752 0.0 0.0 0.0 0.128
H 3.061 2.226 -3.660 0.0 0.0 0.0 0.186
H -2.032 0.436 2.929 -0.1 0.1 0.0 0.100
H -2.768 1.508 5.051 0.0 0.0 0.0 0.121
H -1.258 2.952 6.325 0.0 0.0 0.0 0.123
H 1.058 3.380 5.565 0.0 0.0 0.0 0.128
H 2.811 2.668 3.362 0.0 0.0 -0.1 0.188
Se -2.904 3.208 1.223 0.0 0.3 0.4 0.846
Se -2.356 1.734 -0.484 0.4 -0.4 -0.4 0.799
C -3.351 0.207 0.164 -0.1 0.5 0.0 -0.629
C -4.727 0.195 0.308 0.1 -0.1 0.0 -0.050
C -5.308 -0.971 0.797 0.0 0.0 0.0 0.006
C -4.499 -2.053 1.109 0.1 0.0 0.0 0.005
C -3.126 -1.941 0.933 -0.2 -0.2 0.0 -0.104
N -2.564 -0.824 0.471 0.1 0.0 0.0 -0.086
C -1.464 4.378 0.709 0.5 -0.1 -0.5 -0.641
C -1.298 5.660 1.210 -0.3 0.0 0.1 -0.063
C -0.186 6.376 0.797 0.0 0.0 0.0 -0.023
C 0.700 5.809 -0.110 0.1 0.0 -0.1 -0.033
C 0.424 4.541 -0.586 -0.1 0.0 0.1 -0.130
N -0.626 3.833 -0.169 -0.2 -0.2 0.0 -0.063
H -5.327 1.054 0.040 0.0 0.0 0.0 0.125
H -6.381 -1.023 0.927 0.0 0.0 0.0 0.136
H -4.915 -2.976 1.486 0.0 0.0 0.0 0.131
H -2.456 -2.752 1.189 0.0 0.0 0.0 0.107
H -2.029 6.100 1.874 0.0 0.0 0.1 0.121
H -0.021 7.377 1.173 0.0 0.0 0.0 0.129
H 1.573 6.344 -0.456 0.0 0.0 0.0 0.118
H 1.044 4.050 -1.328 0.1 0.1 0.0 0.104
C 1.575 -3.069 -2.917 -0.2 0.0 -0.1 -0.051
N 2.276 -3.437 -1.682 -0.1 0.1 0.2 -0.174
C 3.383 -4.372 -1.899 0.2 -0.3 -0.1 -0.010
C 1.797 -3.115 -0.481 0.0 0.2 -0.1 -0.659
S 0.075 -2.768 -0.347 -0.1 1.0 0.0 0.737
N 2.556 -3.102 0.617 0.0 0.0 -0.2 -0.185
C 4.015 -3.022 0.577 0.3 0.1 0.0 -0.029
C 1.985 -3.051 1.964 -0.1 -0.1 0.2 -0.044
H 2.313 -2.992 -3.715 0.0 0.0 0.1 0.108
H 1.070 -2.115 -2.801 0.0 0.0 0.0 0.052
H 0.838 -3.821 -3.199 0.1 0.0 0.0 0.110
H 3.052 -5.132 -2.607 -0.1 0.1 0.0 0.117
H 3.666 -4.881 -0.984 -0.1 0.0 0.0 0.094
H 4.248 -3.867 -2.330 0.0 0.0 0.0 0.109
H 4.359 -2.694 -0.401 0.0 0.0 0.0 0.087
H 4.489 -3.973 0.821 0.0 0.0 0.0 0.115
H 4.344 -2.300 1.326 -0.1 0.0 0.0 0.105
H 1.034 -3.570 1.999 0.0 0.0 0.0 0.073
H 1.828 -2.019 2.293 0.1 0.0 0.0 0.088
H 2.671 -3.542 2.651 0.0 0.0 0.0 0.111
```
Forces are in eV/Å.

---

- Look up the calculated total energy of the first one.
  -5491.488458 Ha

---

- What is the total charge in the first record?
  0

---

- The highest calculated total energy belongs to which entry?
  C31H35GeNO7PRuS3